# C26H76O22

A 12-piece molecular cluster, C26H76O22 overall (ωB97M-V/def2-TZVPD, OMol25).

Geometry (Å):
O 2.45 -2.88 2.07
O -1.84 -5.87 -3.78
O 3.88 -1.01 -0.89
O 0.14 0.63 1.07
O 0.55 -1.78 -5.02
O -1.13 2.21 -1.55
O -2.80 4.19 2.46
O 1.50 -4.55 4.19
O -5.14 4.61 0.63
O 3.94 2.97 2.93
O 2.90 0.09 -4.73
O 1.36 3.16 -1.03
O -0.47 -1.21 -1.18
O 6.11 -3.01 -0.65
O -0.62 1.26 3.78
O -2.31 2.71 -3.93
O -3.03 -0.18 -2.16
O -0.57 -3.54 -2.69
O 6.14 1.21 4.15
O 3.82 4.38 -3.47
O -3.07 -5.20 1.92
O -1.92 3.61 5.22
C -4.27 -0.66 -1.70
C -1.75 -3.61 3.19
C -1.71 3.42 -1.65
C -0.71 2.94 5.57
C 2.16 -3.31 4.30
C -2.42 -4.88 -2.86
C 1.79 -2.38 3.17
C 1.72 0.12 -3.94
C -2.86 -3.18 0.76
C -4.59 -0.03 -0.31
C -5.40 -0.57 -2.75
C 0.69 -1.23 -0.39
C -0.03 2.39 4.30
C 6.12 -1.84 -1.49
C 1.14 0.13 0.18
C 2.51 3.18 -1.84
C 4.67 -1.48 -1.99
C 2.56 4.26 -2.95
C -2.76 3.38 -2.81
C -3.53 3.11 1.87
C 5.79 1.34 2.81
C 0.44 -0.47 -4.56
C -2.94 -3.84 2.17
C -5.02 3.52 1.53
C -1.94 -3.45 -3.12
C 4.29 1.61 2.51
H -5.38 3.82 2.51
H -0.29 2.37 -1.12
H -0.26 -0.46 -3.72
H -1.92 1.88 -3.64
H 2.20 -3.80 1.96
H 2.00 -0.26 -2.96
H -2.75 -2.10 0.81
H 1.29 0.79 -0.67
H -3.11 4.40 -3.01
H -0.62 0.82 0.51
H 4.86 -0.79 -2.81
H 1.56 -1.65 -0.91
H 2.03 0.17 0.81
H -4.14 -1.73 -1.54
H -4.46 1.05 -0.28
H -1.84 -4.11 4.15
H 2.21 5.23 -2.59
H -1.59 -2.58 3.51
H -3.87 -3.52 2.62
H -0.79 2.09 6.25
H -2.02 -3.54 0.17
H 3.35 0.90 -4.46
H 3.20 -3.61 4.43
H 3.57 0.85 2.80
H -5.32 -1.46 -3.37
H 6.51 -1.01 -0.90
H -3.93 -0.50 0.42
H 2.69 2.21 -2.29
H -2.01 4.35 5.83
H 1.57 -4.79 3.26
H 6.07 0.42 2.29
H -2.34 -2.68 -2.47
H -2.95 2.57 1.12
H 5.60 1.79 4.69
H -0.06 -3.05 -3.34
H 1.63 3.65 -0.25
H -2.36 3.90 3.26
H -2.19 3.73 -0.72
H -0.08 1.03 3.02
H 6.80 -2.08 -2.31
H 0.45 -1.94 0.40
H 4.20 -2.34 -2.46
H 4.35 3.32 3.72
H 3.87 5.20 -3.97
H 2.11 -1.34 3.20
H -6.37 -0.50 -2.26
H -5.60 -0.15 0.07
H 0.98 2.22 4.67
H -5.15 0.27 -3.40
H 3.27 3.37 -1.07
H -0.82 -4.04 2.84
H 0.21 3.08 3.48
H -2.16 -5.26 -1.87
H -1.84 -3.18 -4.17
H 0.08 0.13 -5.40
H -2.28 -0.29 -1.56
H -2.85 -5.51 2.80
H 1.43 1.17 -3.88
H 1.86 -2.85 5.24
H -3.50 -4.88 -2.92
H 4.23 1.49 1.42
H 1.79 4.14 -3.71
H 0.92 -1.74 -5.90
H -3.81 -3.29 0.23
H -0.11 3.67 6.12
H -5.04 5.49 1.01
H 6.47 2.05 2.33
H -0.88 4.05 -1.96
H 7.05 -3.22 -0.65
H -0.90 -5.79 -3.56
H 0.72 -2.24 2.99
H -0.57 -2.12 -1.49
H -3.68 2.88 -2.51
H 4.01 -1.58 -0.13
H -5.60 2.64 1.21
H -3.53 2.48 2.76

## Properties
<S²>	0.755
spin multiplicity	2
relative energy (zero: lowest compared OMol25 entry of this formula, charge and spin)	2.098	eV
net charge	+1
F_max	3.80	eV/Å
energy	-73221.601	eV

These are the Löwdin partial charges, in e, on atoms 1 to 4: atom 1 (O): -0.052, atom 2 (O): -0.063, atom 3 (O): -0.087, atom 4 (O): -0.076

# C10H16O

A 2-piece molecular cluster, C10H16O overall (ωB97M-V/def2-TZVPD, OMol25).

Geometry (Å):
O -0.47 -2.84 3.04
C 0.55 0.11 0.27
C -0.27 -0.95 -0.11
C -0.56 -1.95 0.80
C 0.91 0.20 1.60
C -2.33 2.19 -2.79
C 0.52 -0.74 2.54
C -1.14 2.26 -3.77
C 2.36 1.13 -1.27
C 0.92 1.18 -0.73
C -0.23 -1.84 2.15
H 0.33 1.16 -1.61
H -1.03 -2.85 0.46
H -0.22 2.17 -3.20
H 0.82 -0.67 3.58
H 1.54 1.01 1.96
H 0.83 2.10 -0.15
H -1.24 3.24 -4.20
H 2.57 2.10 -1.75
H -2.48 1.19 -2.37
H -3.23 2.45 -3.33
H -1.31 1.44 -4.45
H 2.46 0.58 -2.20
H -1.06 -3.51 2.66
H -0.64 -1.05 -1.12
H 3.11 1.03 -0.48
H -2.25 2.83 -1.91

## Properties
spin multiplicity	1
relative energy (zero: lowest compared OMol25 entry of this formula, charge and spin)	1.311	eV
F_max	2.24	eV/Å
SMILES	CCc1ccc(O)cc1.CC
energy	-12676.414	eV

These are the natural (NBO) partial charges, in e, on atoms 1 to 4: atom 1 (O): -0.669, atom 2 (C): -0.059, atom 3 (C): -0.181, atom 4 (C): -0.287

# C27H54BCl2NO11P

A 5-piece molecular cluster, C27H54BCl2NO11P overall (ωB97M-V/def2-TZVPD, OMol25).

Geometry (Å):
Cl 0.60 -5.04 -3.65
Cl -2.42 -4.38 -3.72
P -2.26 -1.97 1.03
O 0.17 1.44 0.45
O 3.92 -1.16 7.11
O -0.96 -1.43 -1.58
O 5.92 -0.64 0.73
O 0.25 -0.66 0.38
O 4.25 -2.54 -2.88
O -6.39 6.42 -0.38
O 0.19 -2.99 -0.27
O -2.20 -3.54 1.65
O 1.39 -0.99 -4.22
O -4.99 0.85 -0.44
N -0.39 0.44 0.78
C -1.66 -4.40 -2.08
C -6.81 8.44 -1.54
C 6.46 0.95 2.39
C 0.57 -3.19 -1.61
C 2.49 -1.87 -4.35
C 5.23 -2.22 -1.92
C 2.93 -1.57 6.16
C -5.40 2.86 -1.61
C -3.64 -2.12 -0.18
C 6.96 0.24 1.13
C 3.62 -1.40 -3.43
C -2.23 -5.59 -1.32
C 3.49 0.01 7.79
C -0.12 -4.47 -2.10
C 0.18 -1.59 -3.77
C -5.43 7.91 -1.95
C 1.68 -0.75 6.48
C 0.21 -1.83 -2.26
C 4.94 -0.76 1.77
C -3.72 1.37 -0.87
C -6.04 1.61 -1.02
C -7.45 7.18 -0.95
C -4.02 2.33 -2.00
C 2.29 0.54 7.02
C 6.52 -2.98 -2.19
C 5.57 -0.13 3.01
C -5.13 6.94 -0.82
B -0.65 -1.78 -0.18
H -3.49 -1.46 -1.03
H -6.78 1.84 -0.25
H -3.07 0.54 -1.17
H -4.61 -1.88 0.27
H 2.63 1.18 6.19
H 2.22 -2.88 -4.05
H -0.61 -0.86 -3.96
H -4.65 7.45 0.03
H 4.32 0.72 7.83
H 5.45 -1.15 -1.93
H 4.87 -2.47 -0.92
H 7.17 0.93 0.31
H 4.82 0.26 3.70
H 2.77 -2.64 6.25
H -1.94 -3.46 -1.63
H -7.39 8.85 -2.37
H 6.83 -2.83 -3.22
H -2.81 -4.12 1.19
H -6.53 1.01 -1.80
H 4.04 -0.23 1.47
H 1.61 1.12 7.64
H 3.30 -1.35 5.15
H 7.27 1.28 3.04
H -5.97 3.27 -2.44
H 0.17 -5.26 -1.40
H 1.05 -0.61 5.60
H 7.31 -2.59 -1.54
H 1.03 -1.18 -1.90
H -6.71 9.21 -0.77
H 5.86 1.82 2.12
H 7.87 -0.34 1.34
H -7.94 6.59 -1.73
H 2.81 -1.88 -5.40
H 6.41 -4.05 -1.99
H -8.18 7.41 -0.17
H -3.28 -5.76 -1.57
H 4.37 -0.81 -3.97
H 1.09 -1.24 7.25
H 1.65 -3.35 -1.70
H -4.49 6.11 -1.13
H -0.05 -2.49 -4.35
H -3.73 -3.14 -0.58
H -1.68 -6.50 -1.56
H -4.08 1.80 -2.95
H -3.25 1.87 -0.02
H -2.13 -5.42 -0.24
H -5.30 3.63 -0.84
H -4.68 8.69 -2.05
H 3.20 -0.77 -2.65
H -3.26 3.11 -2.10
H -5.50 7.38 -2.90
H 4.69 -1.81 1.91
H 3.21 -0.25 8.82
H 6.18 -0.86 3.54

## Properties
spin multiplicity	1
net charge	-1
F_max	0.80	eV/Å
energy	-87897.354	eV

These are the Löwdin partial charges, in e, on atoms 1 to 4: atom 1 (Cl): 0.620, atom 2 (Cl): 0.581, atom 3 (P): 0.938, atom 4 (O): -0.015

# C4H11N2

An isolated ion of composition C4H11N2 and charge +1 (ωB97M-V/def2-TZVPD, OMol25).

Geometry (Å):
N -0.76 0.73 1.68
N 0.20 0.95 -2.50
C 0.67 0.40 -1.33
C -0.01 -0.56 -0.67
C -0.42 -0.72 1.82
C 0.49 -1.14 0.65
H -1.75 0.90 1.87
H 0.05 -0.91 2.77
H -0.70 -1.22 -1.18
H -1.33 -1.30 1.72
H -0.78 0.97 -2.74
H 1.55 -0.99 0.81
H 0.81 1.40 -3.15
H 1.69 0.74 -1.16
H -0.27 1.29 2.39
H -0.58 0.94 0.67
H 0.35 -2.21 0.53

## Properties
spin multiplicity	1
relative energy (zero: lowest compared OMol25 entry of this formula, charge and spin)	1.497	eV
net charge	+1
F_max	1.85	eV/Å
SMILES	N/C=C/CC[NH3+]
energy	-7299.451	eV

These are the natural (NBO) partial charges, in e, on atoms 1 to 4: atom 1 (N): -0.706, atom 2 (N): -0.785, atom 3 (C): 0.058, atom 4 (C): -0.427

# C36H37ClN6O2PSn

C36H37ClN6O2PSn as an isolated structure (ωB97M-V/def2-TZVPD, OMol25).

Geometry (Å):
Sn -0.48 0.63 0.51
Cl -0.29 -0.86 3.33
P 1.00 -2.18 0.62
O -2.01 -1.01 0.39
O -2.93 -0.99 -0.53
N -2.53 1.67 0.00
N -3.15 2.12 2.19
N -0.76 0.62 -1.75
N -4.19 1.65 -1.67
N -4.74 2.29 0.56
N -6.25 2.50 -1.14
C -1.03 -4.13 0.57
C 3.64 -1.66 0.08
C -0.37 -3.23 -1.55
C -0.09 -0.07 -3.92
C -5.03 2.14 -0.74
C 2.11 -4.67 3.70
C 1.20 -2.91 2.29
C -1.08 4.37 -1.39
C 4.07 -3.82 -1.61
C 3.30 2.47 0.56
C -2.99 1.39 -1.22
C 1.54 -4.08 4.82
C -0.18 -3.32 -0.17
C -2.00 0.87 -2.20
C 4.89 -1.85 -0.50
C -1.16 4.69 1.80
C -3.50 2.01 0.89
C 5.10 -2.93 -1.35
C -0.05 3.90 -0.40
C -1.37 0.20 -4.40
C 1.43 3.42 3.03
C -1.37 -3.94 -2.18
C 2.82 -3.64 -1.03
C 0.80 -2.91 4.69
C 0.65 -2.35 3.43
C -0.11 4.00 0.99
C 1.93 3.07 0.53
C 0.17 0.16 -2.59
C -2.34 0.68 -3.53
C -2.04 -4.85 -0.06
C 1.81 3.26 -2.07
C -2.22 -4.75 -1.43
C 1.21 3.37 -0.71
C 1.94 -4.09 2.46
C 2.60 -2.56 -0.17
C 1.14 3.46 1.56
H -3.01 -5.30 -1.91
H 6.07 -3.07 -1.81
H -1.24 4.28 2.80
H 3.37 1.60 -0.09
H -6.92 2.81 -0.46
H 0.29 -2.60 -2.14
H -2.04 4.55 -0.91
H 2.68 -5.58 3.80
H -1.25 3.62 -2.17
H 2.35 2.89 3.24
H -0.92 -4.21 1.65
H 1.83 2.22 -2.43
H 0.35 -2.43 5.55
H 3.48 -0.82 0.74
H 1.25 3.83 -2.81
H -1.50 -3.86 -3.25
H -0.90 5.75 1.91
H 2.03 -4.34 -1.23
H 0.68 -0.44 -4.57
H 2.84 3.60 -2.07
H -2.70 -5.48 0.53
H -0.78 5.29 -1.88
H 3.57 2.16 1.57
H -3.34 0.91 -3.85
H 4.06 3.18 0.22
H 4.24 -4.66 -2.27
H -2.38 1.58 2.54
H -6.53 2.32 -2.08
H -2.14 4.65 1.32
H 2.39 -4.55 1.59
H 0.63 2.94 3.59
H 1.15 -0.04 -2.16
H 1.53 4.43 3.43
H 1.67 -4.52 5.80
H 5.69 -1.16 -0.29
H -1.61 0.03 -5.44
H -3.93 2.23 2.82

## Properties
spin multiplicity	1
relative energy (zero: lowest compared OMol25 entry of this formula, charge and spin)	2.444	eV
net charge	+1
F_max	0.58	eV/Å
energy	-78604.426	eV

These are the Löwdin partial charges, in e, on atoms 1 to 4: atom 1 (Sn): 1.228, atom 2 (Cl): 0.623, atom 3 (P): 1.026, atom 4 (O): -0.415